Here is a molecular structure, C44H39AsBr2Cl3CsF5N3O5 at a distorted geometry from OMol25. Energies are from ωB97M-V with the def2-TZVPD basis set.

```
103
Properties=species:S:1:pos:R:3:forces:R:3:lowdin_charge:R:1
Cs -0.951978 0.055068 -0.769443 -2.0 0.1 -0.6 1.230
O -3.510059 -3.992743 4.991378 0.0 0.0 0.2 0.012
C -3.325694 -3.313881 3.805269 -0.2 0.2 -0.2 -0.391
C -2.339711 -3.636537 2.940690 0.1 0.1 -0.4 -0.051
C -2.291997 -2.928637 1.578738 -0.2 0.0 0.5 -0.335
N -2.931090 -1.599248 1.620036 -0.1 -0.1 -0.2 -0.038
C -3.864461 -1.435894 2.495427 0.2 -0.4 0.0 -0.825
Br -4.904831 0.203048 2.270494 0.0 0.1 0.0 0.619
C -4.228816 -2.234921 3.575374 0.0 0.1 -0.1 -0.133
H -2.829840 -4.669641 5.019167 0.1 -0.1 0.0 0.081
H -1.628237 -4.431394 3.155473 -0.1 0.1 0.0 0.063
H -1.262448 -2.745333 1.301713 0.1 0.1 -0.1 0.032
H -5.032884 -1.996774 4.256629 0.1 0.0 -0.1 0.070
Br 0.426688 -4.581241 1.087683 -0.1 0.1 0.0 0.822
C -0.929993 -5.437898 0.039966 -0.1 0.1 0.1 -0.535
C -0.436071 -6.537059 -0.604221 -0.1 -0.2 -0.1 -0.181
C -1.259481 -7.333610 -1.421336 0.2 0.0 0.0 -0.102
C -2.564744 -6.990600 -1.567487 -0.1 0.0 0.0 -0.061
C -3.101751 -5.846940 -0.929408 0.1 0.1 0.1 -0.164
C -4.460934 -5.536855 -1.174347 0.0 0.0 0.0 -0.062
C -5.009950 -4.414724 -0.643894 0.0 0.2 0.0 -0.060
C -4.235097 -3.572960 0.178463 -0.2 -0.1 -0.1 -0.004
C -2.932901 -3.844321 0.505469 0.2 0.0 0.2 -0.080
C -2.299470 -5.006096 -0.082259 0.0 0.0 0.0 -0.089
H 0.606864 -6.789889 -0.478902 0.0 0.0 0.0 0.075
H -0.844576 -8.199907 -1.924207 0.0 0.0 0.0 0.095
H -3.226877 -7.584387 -2.188217 0.0 0.0 0.0 0.104
H -5.034898 -6.196930 -1.818947 0.1 0.0 0.1 0.102
H -6.041363 -4.155027 -0.856219 0.0 0.0 0.0 0.102
H -4.677824 -2.666474 0.566937 0.0 -0.1 0.0 0.102
Cl 0.220996 5.774362 0.137148 0.0 0.0 0.0 0.622
C -0.746238 4.355633 -0.370709 -0.1 0.1 0.3 -1.555
Cl -1.409318 4.627444 -1.980711 -0.1 0.0 -0.1 0.662
Cl 0.283951 2.926874 -0.365289 0.2 0.6 0.0 0.644
C -1.856491 4.223322 0.592557 0.2 -0.1 -0.1 -0.373
N -2.705250 4.148882 1.362032 0.1 0.0 -0.1 0.212
C -0.199856 -0.471016 3.724987 0.0 -0.2 -0.1 -0.295
As -0.932041 0.970507 2.619649 0.0 0.4 0.5 1.032
C -2.071484 1.724469 4.037577 0.0 0.0 0.1 -0.356
C 0.550573 2.242001 2.965022 0.2 -0.1 0.0 -0.334
H 0.141624 -0.072721 4.680529 0.0 0.0 0.1 0.018
H 0.633962 -0.928937 3.190398 -0.1 0.0 0.0 0.001
H -0.972696 -1.225996 3.889248 0.0 0.0 0.0 0.012
H -1.458524 2.029352 4.892951 0.0 0.0 -0.1 0.013
H -2.791049 0.969530 4.359285 0.0 0.0 0.0 -0.008
H -2.623683 2.582296 3.656051 0.0 0.0 0.0 -0.013
H 0.849249 2.192241 4.015631 0.0 0.0 0.0 0.018
H 0.240412 3.262809 2.738735 0.0 0.0 0.0 0.003
H 1.417639 1.998936 2.344009 -0.1 0.0 0.0 -0.008
C 3.739856 6.975786 -0.806919 0.0 -0.1 0.1 -0.062
C 3.879835 5.929985 0.277629 0.0 0.1 -0.1 -0.265
C 4.059870 6.321620 1.601141 0.0 -0.1 0.1 -0.083
C 4.154704 5.360768 2.600714 0.0 0.0 -0.1 -0.097
C 4.079110 4.014235 2.287411 0.0 0.0 0.0 -0.036
C 3.923388 3.603578 0.957520 -0.1 -0.2 0.0 -0.189
N 3.811196 2.259382 0.593270 0.3 0.0 0.4 0.099
C 4.032443 1.123323 1.386438 0.0 0.3 -0.1 -0.188
C 5.134740 1.011154 2.240859 0.0 0.0 0.0 -0.043
C 5.357101 -0.157686 2.954212 -0.1 0.0 -0.1 -0.104
C 4.491620 -1.240051 2.826846 0.0 0.1 0.0 -0.099
C 3.393955 -1.128887 1.983953 0.0 0.0 0.1 -0.028
C 3.151870 0.033357 1.261354 -0.1 0.0 -0.1 -0.065
C 1.919330 0.104604 0.367310 0.2 0.2 0.0 -0.685
O 2.010240 0.814288 -0.688626 0.0 -0.3 0.3 -0.191
O 0.895009 -0.501476 0.737086 2.5 -0.8 1.3 -0.408
C 3.815418 4.574296 -0.056718 0.0 0.0 -0.1 -0.176
C 3.606040 4.179799 -1.500155 0.0 0.0 0.0 -0.033
H 3.879037 7.976550 -0.395250 0.0 0.0 0.0 0.069
H 2.749318 6.933805 -1.274319 0.1 0.0 0.0 0.064
H 4.472858 6.830223 -1.605931 0.0 0.0 0.1 0.074
H 4.106827 7.376956 1.846364 0.0 0.0 0.0 0.094
H 4.262805 5.662715 3.637531 0.0 0.0 -0.1 0.095
H 4.098637 3.269708 3.074349 0.0 0.0 -0.1 0.104
H 3.155851 2.034897 -0.149539 -0.1 -0.1 -0.1 0.063
H 5.824692 1.842330 2.326329 0.0 0.0 0.0 0.105
H 6.220668 -0.225888 3.607600 0.0 0.0 0.0 0.092
H 4.664224 -2.152915 3.384197 0.0 0.0 0.0 0.092
H 2.684373 -1.944614 1.882611 0.0 0.1 0.0 0.106
H 3.635597 3.103809 -1.652581 0.0 0.0 0.0 0.073
H 4.378023 4.620311 -2.140209 -0.1 0.0 0.0 0.079
H 2.640004 4.536514 -1.870500 0.0 0.0 0.0 0.075
C 2.544369 -0.863970 -3.842127 0.0 0.1 0.0 -0.022
C 1.034161 -0.819341 -3.950217 0.1 -0.1 0.1 -0.499
C 0.309279 -2.097504 -3.587156 0.0 0.1 0.1 -0.025
O 0.459578 0.183896 -4.302618 0.0 -0.1 0.0 0.077
H 2.934306 -1.822652 -4.192502 0.0 0.0 0.0 0.075
H 2.804254 -0.751052 -2.783005 0.0 0.0 -0.1 0.078
H 2.988993 -0.038968 -4.398842 0.0 0.0 0.0 0.078
H 0.265921 -2.728553 -4.479349 0.0 0.0 0.0 0.092
H -0.715492 -1.887106 -3.278763 0.0 0.1 0.0 0.045
H 0.845382 -2.643487 -2.805602 0.0 0.0 -0.1 0.085
F -3.693254 1.475141 -7.810724 0.0 0.1 -0.2 0.065
C -3.404085 1.012414 -6.574585 0.0 -0.1 0.1 -0.176
C -3.095997 -0.316821 -6.361854 0.0 0.1 0.1 -0.168
F -3.099798 -1.162086 -7.408333 0.0 -0.2 -0.2 0.082
C -2.791841 -0.784434 -5.101843 -0.1 0.1 0.1 -0.150
F -2.532033 -2.100366 -4.976954 0.1 -0.3 0.0 0.073
C -2.749615 0.033379 -3.938530 0.0 -0.2 0.3 -0.356
O -2.434630 -0.372725 -2.766151 -1.1 -0.1 -2.0 -0.400
C -3.102854 1.377586 -4.223215 0.0 -0.1 0.0 -0.147
F -3.124747 2.252420 -3.198829 0.0 0.2 0.1 0.046
C -3.407691 1.852100 -5.480019 0.0 -0.1 0.2 -0.166
F -3.710202 3.151470 -5.651878 0.0 0.2 0.0 0.083
```
Positions in Å, forces in eV/Å.

The value obtained for the LUMO energy is 3.61 eV. The value obtained for the orbital gap is 0.188 Ha. Its HOMO energy is -1.52 eV. The energy above the lowest of the compared OMol25 structures with the same formula, charge and spin is 1.829 eV. As for the total charge: -2.